[1]
{
  "formula": "C3H7NO2",
  "method": "ωB97M-V with the def2-TZVPD basis set",
  "gap_ev": 9.9,
  "de_lowest_ev": 3.596,
  "species": ["O", "C", "C", "O", "C", "N", "H", "H", "H", "H", "H", "H", "H"],
  "coordinates": [[-1.80, 0.34, 0.32], [-1.23, -0.81, 0.44], [-0.10, -1.24, -0.36], [1.61, -0.27, 0.11], [1.50, 0.97, 0.05], [0.37, 1.67, -0.06], [-0.62, 1.21, 0.03], [-1.34, -1.38, 1.39], [-1.58, -1.68, -0.41], [0.33, -2.22, -0.16], [-0.02, -0.84, -1.37], [2.43, 1.57, 0.08], [0.46, 2.68, -0.06]]
}

***

[2]
{
  "formula": "C56H57BN4O3TeTi",
  "method": "ωB97M-V with the def2-TZVPD basis set",
  "s_squared": 0.758,
  "multiplicity": 2,
  "gap_ev": [6.3, 5.7],
  "charge": 1,
  "species": ["Ti", "C", "C", "C", "C", "N", "C", "C", "C", "C", "C", "C", "N", "C", "C", "C", "C", "C", "N", "H", "H", "H", "H", "H", "H", "H", "H", "H", "H", "H", "C", "C", "C", "C", "C", "C", "C", "C", "C", "C", "H", "H", "H", "H", "H", "H", "H", "H", "H", "H", "H", "H", "H", "H", "H", "C", "C", "C", "C", "C", "C", "Te", "N", "C", "O", "C", "C", "C", "C", "C", "C", "C", "C", "C", "C", "C", "C", "C", "C", "C", "C", "C", "C", "H", "H", "H", "H", "H", "H", "H", "H", "H", "H", "H", "H", "H", "H", "H", "H", "H", "H", "H", "H", "H", "H", "H", "H", "H", "H", "H", "O", "B", "O", "C", "C", "C", "C", "C", "C", "H", "H", "H", "H"],
  "coordinates": [[0.02, 0.77, -1.63], [1.64, 3.73, 1.87], [2.91, 3.95, 1.36], [3.42, 3.05, 0.44], [2.63, 1.97, 0.05], [1.38, 1.79, 0.51], [0.91, 2.64, 1.41], [3.06, 0.95, -0.91], [4.39, 0.77, -1.28], [4.71, -0.22, -2.20], [3.72, -1.08, -2.63], [2.42, -0.89, -2.16], [2.08, 0.18, -1.41], [1.39, -1.92, -2.19], [1.67, -3.27, -2.42], [0.72, -4.22, -2.10], [-0.49, -3.79, -1.56], [-0.72, -2.43, -1.42], [0.18, -1.51, -1.75], [1.21, 4.40, 2.60], [3.50, 4.80, 1.68], [4.39, 3.20, 0.01], [-0.09, 2.44, 1.77], [5.17, 1.38, -0.85], [5.73, -0.34, -2.54], [3.95, -1.88, -3.32], [2.63, -3.58, -2.80], [0.92, -5.27, -2.23], [-1.24, -4.50, -1.26], [-1.66, -2.07, -1.05], [-0.12, -0.38, -4.47], [-0.20, 0.99, -4.16], [-1.42, 1.20, -3.40], [-2.04, -0.08, -3.24], [-1.25, -1.03, -3.92], [-1.65, -2.43, -4.27], [-3.40, -0.31, -2.66], [-2.17, 2.50, -3.35], [0.49, 2.04, -4.99], [0.90, -1.02, -5.36], [-2.13, -2.42, -5.25], [-2.37, -2.83, -3.56], [-0.80, -3.10, -4.33], [-4.16, -0.26, -3.43], [-3.64, 0.44, -1.90], [-3.48, -1.30, -2.20], [-2.61, 2.69, -4.33], [-1.52, 3.34, -3.10], [-2.97, 2.46, -2.61], [0.18, 1.92, -6.03], [1.58, 1.95, -4.96], [0.22, 3.05, -4.68], [0.44, -1.28, -6.31], [1.28, -1.95, -4.93], [1.74, -0.36, -5.54], [-1.99, -7.67, 3.87], [-1.68, -6.24, 3.54], [-2.45, -5.20, 4.02], [-2.21, -3.88, 3.65], [-3.08, -2.80, 4.20], [-1.15, -3.60, 2.78], [-1.23, -1.55, 1.80], [-0.76, 0.01, 0.23], [-1.59, 0.97, 0.06], [-1.23, 1.85, -0.82], [-2.89, 1.25, 0.72], [-3.89, 0.30, 0.90], [-5.09, 0.67, 1.49], [-5.31, 1.98, 1.87], [-4.33, 2.94, 1.65], [-3.13, 2.57, 1.08], [0.01, -0.36, 3.09], [-0.59, 0.50, 4.00], [-2.07, 0.71, 4.11], [0.22, 1.25, 4.85], [1.60, 1.18, 4.79], [2.48, 1.94, 5.74], [2.17, 0.38, 3.81], [1.39, -0.38, 2.95], [2.08, -1.19, 1.90], [-0.35, -4.64, 2.31], [0.84, -4.40, 1.43], [-0.62, -5.94, 2.70], [-2.80, -7.74, 4.59], [-1.10, -8.16, 4.29], [-2.27, -8.21, 2.97], [-3.27, -5.40, 4.69], [-3.72, -3.20, 4.99], [-3.73, -2.40, 3.42], [-2.47, -2.00, 4.60], [-3.75, -0.72, 0.55], [-5.86, -0.08, 1.65], [-6.25, 2.26, 2.31], [-4.51, 3.97, 1.92], [-2.36, 3.31, 0.89], [-2.62, 0.08, 3.41], [-2.31, 1.75, 3.90], [-2.42, 0.50, 5.12], [-0.25, 1.91, 5.56], [1.88, 2.60, 6.38], [3.20, 2.54, 5.20], [3.02, 1.25, 6.38], [3.25, 0.34, 3.72], [3.08, -0.80, 1.71], [1.51, -1.15, 0.97], [2.19, -2.22, 2.23], [0.76, -3.43, 0.94], [0.92, -5.19, 0.68], [1.74, -4.43, 2.04], [0.01, -6.73, 2.33], [2.28, 2.80, -2.74], [1.05, 2.59, -2.10], [0.60, 3.80, -1.60], [1.52, 4.75, -1.94], [1.53, 6.11, -1.68], [2.61, 6.83, -2.18], [3.61, 6.23, -2.92], [3.61, 4.86, -3.16], [2.55, 4.14, -2.65], [0.74, 6.58, -1.13], [2.64, 7.90, -2.01], [4.41, 6.83, -3.32], [4.38, 4.39, -3.76]]
}

***

[3]
{
  "formula": "C2H4Cl2N2",
  "method": "ωB97M-V with the def2-TZVPD basis set",
  "gap_ev": [7.3, 8.1],
  "de_lowest_ev": 4.108,
  "species": ["C", "C", "N", "N", "Cl", "Cl", "H", "H", "H", "H"],
  "coordinates": [[-0.37, 0.76, -0.28], [-1.52, -0.04, 0.02], [0.00, 1.76, -0.76], [1.62, -0.67, -0.45], [-3.13, 0.62, -0.59], [2.79, 0.52, -0.64], [-1.57, -0.12, 1.12], [-1.26, -1.01, -0.36], [1.02, 1.89, -0.82], [1.55, -1.03, 0.51]]
}

***

[4]
{
  "formula": "C30H39N3OSm",
  "method": "ωB97M-V with the def2-TZVPD basis set",
  "s_squared": 9.220,
  "multiplicity": 6,
  "gap_ev": [4.0, 4.9],
  "charge": -1,
  "species": ["Sm", "N", "N", "C", "C", "C", "C", "H", "H", "H", "C", "C", "H", "H", "H", "C", "C", "H", "H", "H", "C", "H", "H", "H", "C", "H", "H", "H", "C", "H", "C", "H", "C", "H", "C", "H", "C", "C", "H", "C", "C", "H", "C", "H", "N", "C", "C", "C", "H", "C", "C", "H", "H", "H", "C", "H", "C", "C", "H", "H", "H", "C", "H", "H", "H", "C", "C", "O", "H", "H", "H", "H", "H", "H"],
  "coordinates": [[0.23, -0.71, 0.91], [0.26, -2.13, 3.25], [0.69, -2.44, -1.13], [1.11, 1.91, 0.51], [2.18, 0.99, 0.81], [2.09, 0.67, 2.21], [2.91, -0.31, 2.96], [3.84, -0.56, 2.43], [2.35, -1.24, 3.14], [3.16, 0.09, 3.96], [0.97, 1.38, 2.76], [0.52, 1.29, 4.17], [1.09, 1.99, 4.82], [0.64, 0.28, 4.59], [-0.54, 1.56, 4.27], [0.37, 2.15, 1.72], [-0.83, 3.01, 1.87], [-1.59, 2.52, 2.50], [-1.29, 3.24, 0.90], [-0.57, 3.97, 2.35], [3.20, 0.46, -0.15], [4.08, 1.11, -0.23], [2.79, 0.35, -1.16], [3.54, -0.54, 0.15], [0.84, 2.52, -0.82], [-0.23, 2.72, -0.95], [1.16, 1.86, -1.64], [1.36, 3.49, -0.96], [-0.38, -2.60, 4.31], [-0.26, -2.05, 5.23], [-1.22, -3.77, 4.17], [-1.75, -4.04, 5.04], [-1.35, -4.44, 2.94], [-2.08, -5.25, 2.83], [-0.58, -4.13, 1.90], [-0.54, -4.58, 0.90], [0.52, -3.08, 2.12], [1.63, -2.67, 1.39], [2.58, -2.81, 1.00], [0.09, -1.28, -1.44], [0.94, -3.09, -2.20], [1.55, -4.02, -2.04], [0.59, -2.39, -3.35], [0.64, -2.66, -4.35], [0.06, -1.17, -2.85], [-0.11, -0.01, -3.48], [0.90, 0.40, -4.39], [0.69, 1.57, -5.10], [1.45, 1.90, -5.82], [-0.45, 2.34, -4.88], [-0.70, 3.58, -5.76], [-1.27, 4.38, -5.19], [-1.31, 3.31, -6.68], [0.28, 4.01, -6.12], [-1.39, 1.99, -3.89], [-2.24, 2.64, -3.68], [-1.21, 0.82, -3.17], [-2.17, 0.47, -2.09], [-2.22, -0.58, -1.87], [-3.15, 0.82, -2.35], [-1.92, 1.00, -1.18], [2.19, -0.32, -4.50], [2.10, -1.32, -4.89], [2.72, -0.36, -3.56], [2.80, 0.24, -5.17], [-3.95, 0.19, 3.24], [-2.86, -0.78, 2.85], [-2.14, -0.34, 1.62], [-4.73, 0.24, 2.46], [-3.55, 1.19, 3.38], [-4.39, -0.13, 4.19], [-3.22, -1.77, 2.63], [-2.07, -0.85, 3.60], [-2.86, -0.24, 0.95]]
}

***

[5]
{
  "formula": "C4H6ClFS2",
  "method": "ωB97M-V with the def2-TZVPD basis set",
  "smiles": "C[C@@H](C(=S)S)[C@H](F)Cl",
  "gap_ev": 8.4,
  "de_lowest_ev": 0.307,
  "species": ["C", "C", "C", "C", "H", "H", "H", "H", "H", "H", "F", "S", "S", "Cl"],
  "coordinates": [[-0.32, 1.35, 0.51], [-0.44, 0.04, -0.22], [-0.43, -1.24, 0.60], [0.64, -0.04, -1.31], [-1.22, 1.61, 1.03], [0.58, 1.39, 1.21], [-0.18, 2.11, -0.32], [-1.42, 0.04, -0.66], [0.43, -1.50, 1.15], [2.39, -0.23, 0.27], [-0.81, -2.24, -0.26], [2.23, -0.61, -1.05], [0.25, 0.41, -2.81], [-1.69, -1.09, 1.86]]
}

***

[6]
{
  "formula": "C26H33ClCuN4O2",
  "method": "ωB97M-V with the def2-TZVPD basis set",
  "s_squared": 0.758,
  "multiplicity": 2,
  "gap_ev": [7.2, 6.8],
  "de_lowest_ev": 0.000,
  "species": ["Cu", "N", "C", "C", "N", "C", "C", "N", "H", "H", "H", "H", "H", "H", "H", "H", "H", "H", "H", "H", "H", "C", "C", "C", "C", "C", "C", "N", "C", "C", "C", "C", "C", "C", "C", "O", "O", "C", "C", "H", "H", "H", "H", "H", "H", "H", "H", "H", "H", "H", "H", "H", "H", "Cl", "C", "C", "C", "C", "C", "C", "C", "H", "H", "H", "H", "H", "H"],
  "coordinates": [[2.08, 0.35, 0.28], [2.12, 1.44, -1.61], [3.03, 0.63, -2.46], [4.38, 0.40, -1.76], [4.21, 0.38, -0.30], [4.89, -0.69, 0.45], [4.62, -0.48, 1.93], [3.18, -0.45, 2.17], [1.18, 1.46, -1.99], [2.43, 2.40, -1.53], [3.20, 1.09, -3.43], [2.54, -0.33, -2.60], [5.08, 1.19, -2.05], [4.77, -0.55, -2.12], [4.51, 1.27, 0.08], [5.97, -0.70, 0.27], [4.47, -1.64, 0.13], [5.03, 0.49, 2.25], [5.12, -1.26, 2.51], [2.97, -0.09, 3.09], [2.75, -1.37, 2.09], [-5.08, 1.27, 0.48], [-4.02, 0.54, 1.26], [-3.86, 0.81, 2.62], [-2.85, 0.21, 3.36], [-2.04, -0.73, 2.74], [-2.19, -1.03, 1.39], [-1.21, -1.85, 0.82], [-1.30, -2.80, -0.17], [-2.47, -3.55, -0.40], [-2.49, -4.52, -1.38], [-1.37, -4.81, -2.13], [-0.22, -4.05, -1.96], [-0.18, -3.04, -1.00], [1.08, -2.20, -0.92], [1.83, -2.17, -1.89], [1.28, -1.53, 0.16], [-3.17, -0.37, 0.62], [-3.26, -0.54, -0.87], [-5.72, 1.81, 1.15], [-5.66, 0.57, -0.12], [-4.61, 1.99, -0.20], [-4.53, 1.53, 3.10], [-2.71, 0.44, 4.40], [-1.27, -1.25, 3.29], [-0.26, -1.57, 0.97], [-3.33, -3.35, 0.22], [-3.40, -5.10, -1.52], [-1.40, -5.59, -2.88], [0.65, -4.24, -2.56], [-4.02, -1.28, -1.12], [-2.32, -0.85, -1.32], [-3.58, 0.40, -1.31], [-1.97, 5.55, -2.04], [-1.13, 4.34, -1.12], [-0.04, 4.69, -0.36], [0.58, 3.72, 0.42], [0.11, 2.41, 0.51], [0.77, 1.38, 1.34], [-0.96, 2.09, -0.34], [-1.59, 3.02, -1.13], [0.31, 5.72, -0.36], [1.41, 4.03, 1.04], [0.03, 0.69, 1.75], [1.31, 1.87, 2.16], [-1.29, 1.04, -0.36], [-2.42, 2.76, -1.76]]
}

***

[7]
{
  "formula": "C27H28BF5N10OSeW",
  "method": "ωB97M-V with the def2-TZVPD basis set",
  "s_squared": 0.760,
  "multiplicity": 2,
  "gap_ev": [5.4, 5.7],
  "charge": 3,
  "de_lowest_ev": 0.000,
  "species": ["W", "C", "C", "C", "C", "N", "N", "B", "N", "C", "C", "C", "C", "N", "N", "C", "C", "C", "C", "N", "N", "C", "C", "C", "C", "N", "H", "H", "H", "H", "H", "H", "H", "H", "H", "H", "H", "H", "H", "H", "H", "H", "H", "H", "H", "H", "C", "N", "C", "C", "N", "C", "C", "Se", "H", "H", "H", "H", "H", "H", "H", "H", "F", "C", "C", "F", "C", "F", "C", "O", "C", "F", "C", "F"],
  "coordinates": [[-0.28, 0.02, -0.02], [-0.08, 2.02, 2.93], [0.45, 2.54, 1.64], [1.11, 3.69, 1.35], [1.37, 3.67, -0.03], [0.88, 2.55, -0.55], [0.29, 1.83, 0.46], [0.86, 2.10, -2.06], [1.57, 0.70, -2.18], [2.46, 0.25, -3.06], [2.65, -1.12, -2.88], [1.82, -1.48, -1.84], [1.59, -2.82, -1.24], [1.16, -0.36, -1.40], [-0.62, 1.80, -2.38], [-1.33, 2.18, -3.44], [-2.49, 1.41, -3.50], [-2.44, 0.54, -2.44], [-3.46, -0.51, -2.18], [-1.29, 0.78, -1.71], [1.50, 3.13, -2.88], [2.83, 3.47, -3.00], [2.89, 4.75, -3.44], [1.54, 5.19, -3.54], [1.04, 6.53, -3.97], [0.72, 4.22, -3.19], [-1.04, 2.49, 3.16], [0.60, 2.26, 3.74], [-0.22, 0.94, 2.91], [1.39, 4.47, 2.04], [1.88, 4.38, -0.66], [2.89, 0.91, -3.79], [3.30, -1.76, -3.44], [1.46, -3.56, -2.03], [0.71, -2.85, -0.61], [2.45, -3.14, -0.65], [-0.97, 2.97, -4.07], [-3.26, 1.48, -4.25], [-4.04, -0.65, -3.09], [-4.16, -0.22, -1.40], [-3.02, -1.47, -1.92], [3.63, 2.78, -2.78], [3.78, 5.32, -3.68], [1.59, 6.88, -4.84], [1.18, 7.26, -3.17], [-0.02, 6.48, -4.21], [-2.77, -0.16, 4.13], [-2.39, -1.48, 3.59], [-2.29, -2.61, 4.37], [-2.04, -3.64, 3.53], [-2.02, -3.14, 2.26], [-1.81, -3.96, 1.06], [-2.21, -1.81, 2.31], [-2.53, -0.67, 0.81], [-2.01, 0.16, 4.85], [-3.73, -0.25, 4.63], [-2.84, 0.55, 3.32], [-2.41, -2.58, 5.44], [-1.90, -4.69, 3.74], [-0.74, -4.06, 0.87], [-2.32, -3.51, 0.22], [-2.23, -4.94, 1.24], [5.55, -2.45, 3.20], [4.38, -2.09, 2.73], [3.26, -2.89, 2.95], [3.37, -4.00, 3.63], [2.04, -2.49, 2.44], [0.95, -3.24, 2.64], [1.91, -1.31, 1.72], [0.69, -0.96, 1.24], [3.04, -0.52, 1.51], [2.92, 0.62, 0.82], [4.27, -0.90, 2.00], [5.33, -0.15, 1.79]]
}

***

[8]
{
  "formula": "C6H10O",
  "method": "ωB97M-V with the def2-TZVPD basis set",
  "smiles": "C#C[C@](C)(O)CC",
  "gap_ev": 11.1,
  "de_lowest_ev": 1.540,
  "species": ["C", "C", "C", "C", "O", "C", "C", "H", "H", "H", "H", "H", "H", "H", "H", "H", "H"],
  "coordinates": [[-1.26, -1.59, -0.31], [-1.12, -0.07, -0.33], [0.16, 0.50, 0.33], [0.44, 1.89, -0.25], [-0.13, 0.59, 1.73], [1.33, -0.38, 0.12], [2.27, -1.11, -0.03], [-1.67, -1.97, 0.63], [-0.29, -2.08, -0.48], [-1.93, -1.91, -1.13], [-1.95, 0.40, 0.21], [-1.15, 0.30, -1.36], [1.30, 2.37, 0.25], [0.66, 1.81, -1.32], [-0.44, 2.53, -0.11], [0.70, 0.50, 2.21], [3.09, -1.79, -0.18]]
}

***

Values for max |F|, eV/A, ordered as above
0.8; 2.9; 3.6; 5.6; 2.3; 0.9; 0.2; 0.5